Entry 1:
Density functional theory data (the ωB97M-V functional and the def2-TZVPD basis) for C41H32BrCl6LaN7O3S2 as an isolated structure at a distorted geometry.

XYZ file:
```
93
Properties=species:S:1:pos:R:3:forces:R:3
La -1.2069 -0.5711 1.3118 3.3 0.7 0.1
Cl -0.9811 -7.7125 3.1652 0.0 -0.1 0.0
C -1.3656 -6.0511 2.9070 -0.1 0.2 0.0
C -0.4795 -5.2386 2.2236 0.1 0.0 -0.1
C -0.8161 -3.9137 2.0263 -0.4 -0.1 0.3
Cl 0.2861 -2.8704 1.1456 1.1 -1.7 -0.3
C -2.0094 -3.3285 2.4841 -0.2 -0.7 0.4
O -2.3003 -2.0651 2.2942 -1.6 -3.0 1.5
C -2.8703 -4.2099 3.1730 0.2 0.2 -0.2
Cl -4.3679 -3.5657 3.7437 -0.1 0.0 0.1
C -2.5666 -5.5400 3.3794 0.0 -0.1 0.0
H 0.4561 -5.6310 1.8503 0.0 0.0 0.0
H -3.2626 -6.1816 3.9015 0.0 0.0 0.0
Br 0.1976 2.1925 -6.5454 -0.1 0.0 0.0
C -1.5477 2.0259 -5.8240 0.1 0.0 0.0
C -1.8375 2.6429 -4.6167 0.0 -0.1 0.0
C -3.1067 2.5228 -4.0834 -0.3 0.0 0.0
C -4.0973 1.8068 -4.7629 0.9 -0.1 -0.1
C -3.7897 1.2135 -5.9875 -0.2 0.0 0.2
C -2.5116 1.3020 -6.5088 0.1 0.0 0.0
N -5.4490 1.7647 -4.3509 -0.4 0.3 0.1
N -5.8087 1.7485 -3.1661 -0.8 -0.4 -0.5
C -4.9761 1.4760 -2.0727 0.7 0.2 0.8
C -5.0831 2.3093 -0.9780 -0.1 -0.1 -0.6
C -4.2570 2.1677 0.1340 0.4 -0.3 0.3
C -3.3251 1.1460 0.2321 -0.9 0.8 -0.6
O -2.5195 1.0285 1.2705 -2.7 3.0 -0.2
C -3.2763 0.1966 -0.8501 -0.3 0.2 -0.2
N -2.4064 -0.8565 -0.7391 -1.0 -0.1 -1.8
C -2.3489 -1.7530 -1.7043 0.0 0.1 0.1
C -3.1737 -1.7085 -2.8309 -0.1 0.0 -0.1
C -4.0581 -0.6710 -2.9625 0.2 -0.2 0.0
C -4.1081 0.3486 -1.9901 -0.1 0.1 0.1
H -1.0743 3.2029 -4.0940 0.0 0.0 0.0
H -3.3440 3.0117 -3.1480 0.1 0.0 0.0
H -4.5623 0.6698 -6.5158 0.0 0.1 0.0
H -2.2662 0.8253 -7.4474 0.0 0.0 0.0
H -5.7915 3.1262 -1.0298 0.0 0.0 0.0
H -4.3260 2.8683 0.9559 0.0 0.0 0.0
H -1.6366 -2.5632 -1.5814 0.0 0.0 0.0
H -3.1159 -2.4895 -3.5755 0.0 0.0 0.0
H -4.7317 -0.6527 -3.8068 0.0 0.1 0.0
Cl 5.3100 1.4007 -6.2172 0.0 0.0 -0.1
C 5.1312 1.7374 -4.5361 0.0 0.1 0.2
C 5.2421 0.7181 -3.6052 0.0 -0.1 0.0
C 5.0980 1.0089 -2.2597 0.0 0.0 0.0
C 4.8282 2.2956 -1.8087 0.1 0.1 0.0
C 4.7087 2.5944 -0.3218 -0.2 0.1 0.0
C 3.2907 3.0333 0.1122 0.4 0.0 0.0
N 2.2178 2.0952 -0.1946 -0.1 0.0 0.0
C 1.7904 1.7092 -1.4425 -0.1 -0.1 -0.1
C 0.7917 0.8075 -1.2385 0.1 0.1 -0.1
N 0.5891 0.6414 0.1150 1.3 0.7 -0.7
C 1.4620 1.4435 0.7030 -0.1 -0.1 -0.1
O 5.2787 1.5797 0.4706 0.1 -0.1 0.0
C 4.4851 0.4700 0.8775 0.0 -0.1 0.1
C 5.4073 -0.5991 1.3731 0.0 0.2 0.1
C 6.1334 -0.4830 2.5216 0.1 -0.3 -0.1
Cl 6.1045 0.8366 3.6060 0.0 0.1 0.1
S 7.1250 -1.8586 2.8163 -0.2 0.2 -0.1
C 6.5586 -2.6123 1.3837 0.1 0.0 0.1
C 5.6621 -1.8378 0.7213 0.0 0.0 -0.1
C 4.7558 3.3063 -2.7712 0.0 -0.3 0.0
Cl 4.5258 4.9688 -2.3200 0.0 0.0 0.1
C 4.8986 3.0390 -4.1229 0.0 0.0 -0.1
H 5.4541 -0.2908 -3.9307 0.0 0.0 0.0
H 5.2284 0.2155 -1.5368 0.0 0.0 -0.1
H 5.3434 3.4628 -0.1242 -0.1 0.1 0.0
H 3.0735 3.9782 -0.3771 -0.1 0.1 0.0
H 3.3011 3.1960 1.1896 -0.1 0.0 0.0
H 2.2178 2.0992 -2.3490 0.0 0.0 0.0
H 0.2161 0.2684 -1.9735 0.0 0.0 0.0
H 1.5689 1.5611 1.7707 0.0 0.1 0.0
H 3.8776 0.0774 0.0553 0.0 0.0 0.0
H 3.8178 0.7672 1.6937 0.0 0.0 0.0
H 6.9296 -3.5877 1.1136 0.0 0.0 0.0
H 5.1879 -2.1328 -0.2053 0.0 0.0 0.0
H 4.8468 3.8412 -4.8453 0.0 0.0 0.0
C -0.9936 -2.3873 5.7518 0.1 0.0 0.1
N -1.7407 -1.1858 5.4579 -0.2 0.0 -0.2
C -3.0635 -0.9525 6.0397 0.0 0.0 0.0
C -3.4981 0.3821 5.4098 0.0 0.1 0.0
N -2.4055 0.6530 4.4783 -0.2 -0.2 0.0
C -1.4340 -0.2607 4.5548 0.2 0.2 0.4
S 0.0476 -0.1564 3.7202 0.9 0.3 1.3
H -1.6436 -3.2573 5.6483 0.0 0.0 0.0
H -0.6007 -2.3543 6.7694 0.0 0.0 0.0
H -0.1642 -2.4715 5.0549 0.0 0.0 0.0
H -2.9899 -0.8973 7.1260 0.0 0.0 0.0
H -3.7307 -1.7716 5.7750 0.0 0.0 0.0
H -3.5639 1.1794 6.1501 0.0 0.0 0.0
H -4.4516 0.3078 4.8893 0.0 0.0 0.0
H -2.4098 1.3990 3.8052 0.1 0.0 -0.1
```
Forces are in eV/Å.

The value obtained for the HOMO energy is -9.972 eV. As for the calculated total energy: -227313.9306 eV. Its total charge is +1. The value obtained for the largest force on an atom is 0.078 hartree/bohr. The gap between HOMO and LUMO is 0.261 Ha.

---

Entry 2:
Density functional theory data (the ωB97M-V functional and the def2-TZVPD basis) for C41H32N7O4RbSb as an isolated structure.

XYZ file:
```
86
Properties=species:S:1:pos:R:3:forces:R:3
Rb -0.2038 -0.7503 0.5167 0.1 0.0 -0.1
O 0.2191 -3.8924 -3.7241 0.0 0.0 0.0
C -0.4329 -3.5975 -2.5735 0.0 0.0 0.0
O -1.3090 -2.7789 -2.5316 0.0 0.0 0.0
C 0.0571 -4.4046 -1.4103 0.0 0.0 0.0
C 0.6962 -5.6182 -1.6012 0.0 0.0 0.0
C 1.0619 -6.3371 -0.4688 0.0 0.0 0.0
C 0.7832 -5.8093 0.7746 0.0 0.0 0.0
C 0.1507 -4.5659 0.8692 0.0 0.0 0.0
N -0.2035 -3.8798 -0.2129 0.0 0.0 0.0
C -0.1488 -3.9611 2.2710 0.0 0.0 0.0
O 0.2273 -4.6632 3.2209 -0.1 0.0 -0.1
O -0.7244 -2.8531 2.2558 0.0 0.0 0.1
H -0.1352 -3.2804 -4.3867 0.0 0.0 0.0
H 0.8921 -5.9839 -2.5988 0.0 0.0 0.0
H 1.5557 -7.2962 -0.5673 0.0 0.0 0.0
H 1.0366 -6.3071 1.7000 0.0 0.0 0.0
C 2.6953 -1.2503 -1.3883 0.0 0.0 0.1
C 1.9441 -1.0224 -2.6682 0.1 0.0 0.0
C 2.4949 -1.3791 -3.8982 0.0 0.0 0.0
C 1.8005 -1.0832 -5.0557 0.0 0.0 0.0
C 0.5897 -0.4136 -4.9483 0.0 0.0 0.0
C 0.1024 -0.0965 -3.6815 0.0 0.0 -0.1
N 0.7565 -0.4231 -2.5696 0.0 0.0 0.1
Sb -1.6914 1.0973 -3.6213 0.0 0.0 0.0
C -1.1161 2.4756 -2.0743 0.0 0.0 0.0
C -2.0282 3.4625 -1.7126 -0.1 0.0 0.0
C -1.6412 4.4081 -0.7775 0.0 0.0 0.0
C -0.3665 4.3382 -0.2460 -0.1 0.0 0.0
C 0.4865 3.3224 -0.6616 0.0 -0.1 -0.1
C 1.8591 3.1621 -0.0848 0.0 0.0 0.1
N 0.1130 2.4153 -1.5735 0.0 0.0 0.0
C -2.9811 -0.1966 -2.4817 0.1 0.0 -0.1
C -3.9708 -0.8610 -3.1937 -0.1 -0.1 0.1
C -4.8126 -1.7242 -2.5054 0.0 0.0 -0.1
C -4.6425 -1.8704 -1.1437 0.0 0.0 0.0
C -3.6347 -1.1551 -0.4982 0.0 0.1 0.0
C -3.4195 -1.2877 0.9812 0.0 0.1 0.0
N -2.8182 -0.3302 -1.1678 -0.1 -0.1 0.2
H 3.6952 -1.6382 -1.5785 0.0 0.0 0.0
H 2.1765 -1.9558 -0.7323 0.0 0.0 -0.1
H 2.7817 -0.3064 -0.8456 0.0 0.0 0.0
H 3.4549 -1.8773 -3.9334 0.0 0.0 0.0
H 2.2042 -1.3481 -6.0259 0.0 0.0 0.0
H 0.0343 -0.1222 -5.8315 0.0 0.0 0.0
H -3.0195 3.4826 -2.1513 0.0 0.0 0.0
H -2.3297 5.1775 -0.4501 0.0 0.0 0.0
H -0.0429 5.0377 0.5137 0.0 0.0 0.0
H 2.1420 4.0234 0.5212 0.0 0.0 0.0
H 2.5962 3.0157 -0.8756 0.0 0.0 0.0
H 1.8708 2.2747 0.5537 0.0 0.0 0.0
H -4.0766 -0.7071 -4.2602 0.0 0.0 0.0
H -5.5913 -2.2693 -3.0256 0.0 0.0 0.0
H -5.2766 -2.5325 -0.5685 0.0 0.0 0.0
H -4.3287 -1.6149 1.4856 0.0 0.0 0.0
H -3.1214 -0.3246 1.4018 0.0 -0.1 0.0
H -2.6392 -2.0209 1.2101 0.0 0.0 0.0
N 2.4945 5.6896 9.2706 0.0 0.0 0.0
C 2.2659 5.0900 8.3160 0.0 0.0 0.0
C 1.9796 4.3408 7.1228 0.0 0.0 0.0
C 1.4227 3.0663 7.2184 0.0 0.0 0.0
C 1.1503 2.3499 6.0670 0.0 0.0 0.0
C 1.4285 2.8901 4.8147 0.0 0.0 0.0
C 1.9831 4.1627 4.7286 0.0 0.0 0.0
C 2.2598 4.8896 5.8735 0.0 0.0 0.0
C 1.1286 2.1020 3.5813 0.0 0.0 -0.1
C 2.1225 1.2011 3.1974 0.0 0.0 0.0
C 3.3499 0.9896 3.9110 0.0 0.0 0.0
C 4.0347 0.0187 3.2303 0.0 0.0 0.0
C 3.2059 -0.3139 2.1194 0.1 -0.1 0.0
N 2.0827 0.3700 2.0843 0.0 0.0 0.0
C -0.1189 2.3667 3.0014 0.1 0.1 0.0
C -1.0780 3.3170 3.4785 -0.1 -0.1 0.1
C -2.1881 3.1773 2.6801 0.1 0.1 -0.1
C -1.8446 2.1778 1.7249 0.0 0.0 0.1
N -0.6294 1.6969 1.9058 -0.2 0.1 0.0
H 1.2089 2.6463 8.1922 0.0 0.0 0.0
H 0.7210 1.3580 6.1270 0.0 0.0 0.0
H 2.1998 4.5780 3.7527 0.0 0.0 0.0
H 2.6937 5.8786 5.8086 0.0 0.0 0.0
H 3.6553 1.4908 4.8167 0.0 0.0 0.0
H 4.9912 -0.4159 3.4773 0.0 0.0 0.0
H 3.4315 -1.0523 1.3580 0.0 0.0 0.0
H -0.9556 3.9799 4.3221 0.0 0.0 0.0
H -3.1237 3.7122 2.7519 0.0 0.0 0.0
H -2.4650 1.8164 0.9110 0.0 0.0 0.0
```
Forces are in eV/Å.

The value obtained for the HOMO energy is -4.442 eV. As for the calculated total energy: -68853.1098 eV. Its total charge is -1. The value obtained for the largest force on an atom is 0.004 hartree/bohr. The gap between HOMO and LUMO is 0.232 Ha.